A structure of composition C49H43F4N10O25S4V in a non-equilibrium geometry. Source: OMol25; level of theory: ωB97M-V with the def2-TZVPD basis set.

The spin multiplicity is 4. The calculation puts the orbital gap (alpha / beta) at 6.3 / 2.9 eV. As for the total charge: +1. The HOMO energy (alpha / beta) comes out at -11.54 / -11.54 eV.

Last column: Löwdin charge in e.
Atoms and positions in Å:
V -9.00 9.19 7.81  1.03
N -7.69 8.79 9.23  -0.34
S -7.29 7.81 10.40  0.45
O -7.44 8.32 11.73  -0.20
O -6.43 6.69 10.15  -0.21
F -8.73 7.06 10.25  -0.21
S -6.15 9.53 9.56  0.62
O -4.93 8.77 9.26  -0.23
O -6.15 10.59 10.52  -0.22
F -6.29 10.36 8.13  -0.24
N -9.74 10.74 6.87  -0.34
S -9.43 12.10 6.13  0.50
O -10.09 13.31 6.57  -0.23
O -9.00 11.94 4.67  -0.30
F -8.00 12.25 6.81  -0.18
S -11.40 10.91 6.25  0.62
O -11.65 11.13 4.84  -0.23
O -12.32 11.24 7.33  -0.22
F -11.51 9.33 6.25  -0.20
C -10.37 6.07 6.85  -0.13
O -9.86 7.26 7.50  -0.26
H -11.41 6.19 6.57  0.07
H -10.38 5.14 7.43  0.09
H -9.84 5.87 5.92  0.06
C -12.61 6.93 3.71  -0.09
C -13.07 5.64 3.51  -0.06
C -14.23 5.47 2.76  -0.01
C -14.86 6.55 2.18  -0.13
C -14.31 7.82 2.39  0.01
C -13.19 8.07 3.19  -0.05
N -16.09 6.40 1.39  -0.37
O -16.37 7.27 0.62  0.10
O -16.75 5.39 1.49  0.09
H -11.69 6.91 4.27  0.08
H -12.67 4.78 4.02  0.11
H -14.59 4.47 2.60  0.12
H -14.73 8.68 1.90  0.12
H -12.72 9.02 3.39  0.09
C -11.22 13.87 2.65  -0.10
C -10.69 13.71 1.40  -0.08
C -9.36 13.99 1.17  0.00
C -8.62 14.57 2.23  -0.10
C -9.23 14.86 3.53  0.05
C -10.59 14.43 3.70  -0.07
N -7.22 14.96 1.96  -0.35
O -6.81 14.91 0.79  0.05
O -6.50 15.31 2.88  0.07
H -12.26 13.58 2.65  0.12
H -11.29 13.19 0.67  0.10
H -8.93 13.73 0.21  0.11
H -8.82 15.50 4.29  0.11
H -11.12 14.53 4.63  0.11
C -7.98 16.41 9.85  -0.07
C -9.33 16.25 10.17  -0.03
C -9.78 14.92 10.38  0.00
C -8.93 13.85 10.21  -0.10
C -7.55 14.09 10.02  0.00
C -7.06 15.37 9.87  -0.07
N -9.43 12.42 10.32  -0.26
O -8.88 11.58 9.52  -0.02
O -10.22 12.11 11.14  0.14
H -7.52 17.37 9.62  0.10
H -10.01 17.08 10.08  0.11
H -10.85 14.74 10.43  0.10
H -6.82 13.30 10.11  0.11
H -6.01 15.44 9.60  0.11
C -4.86 9.86 2.06  0.04
C -5.87 10.54 2.81  0.09
C -6.42 9.91 3.93  0.06
C -6.01 8.66 4.39  -0.07
C -5.05 7.92 3.60  0.15
C -4.46 8.55 2.44  0.04
N -6.51 8.06 5.62  -0.27
O -7.39 8.62 6.25  0.00
O -6.20 6.90 5.90  0.16
H -4.38 10.38 1.25  0.13
H -6.09 11.58 2.60  0.14
H -7.05 10.55 4.53  0.10
H -4.63 6.93 3.76  0.14
H -3.74 8.04 1.81  0.13
C -5.11 17.27 6.86  -0.03
C -3.87 16.64 6.67  -0.06
C -3.64 15.39 6.03  0.02
C -4.79 14.64 5.68  -0.12
C -6.05 15.23 5.95  -0.02
C -6.23 16.50 6.49  -0.06
N -4.72 13.32 5.06  -0.32
O -5.64 12.54 5.20  0.06
O -3.68 12.96 4.52  0.08
H -5.05 18.22 7.37  0.11
H -2.93 16.97 7.08  0.10
H -2.68 14.89 5.97  0.12
H -6.92 14.62 5.75  0.10
H -7.22 16.91 6.59  0.11
C -14.63 13.24 10.92  -0.05
C -13.70 12.86 9.98  -0.07
C -13.05 13.80 9.23  -0.01
C -13.42 15.17 9.33  -0.15
C -14.31 15.59 10.32  0.00
C -15.00 14.60 10.99  -0.06
N -12.80 16.08 8.40  -0.35
O -13.13 17.29 8.48  0.06
O -12.00 15.65 7.62  0.08
H -15.20 12.60 11.59  0.11
H -13.54 11.79 9.94  0.10
H -12.35 13.50 8.46  0.09
H -14.67 16.60 10.38  0.12
H -15.88 14.89 11.54  0.11
C -9.16 9.56 -0.40  -0.06
C -8.18 8.69 -0.01  -0.05
C -8.10 8.32 1.35  -0.01
C -9.09 8.78 2.23  -0.12
C -10.05 9.72 1.87  0.04
C -10.01 10.17 0.53  -0.03
N -9.09 8.17 3.60  -0.31
O -8.63 7.06 3.82  0.08
O -9.61 8.85 4.47  0.04
H -9.33 9.81 -1.43  0.12
H -7.53 8.31 -0.78  0.12
H -7.34 7.59 1.58  0.11
H -10.79 10.07 2.57  0.10
H -10.71 10.91 0.17  0.10
C -15.06 8.10 10.54  -0.05
C -14.40 8.13 9.37  -0.09
C -13.09 8.55 9.29  0.03
C -12.45 9.01 10.45  -0.15
C -13.18 9.16 11.66  0.03
C -14.53 8.79 11.69  -0.02
N -11.07 9.21 10.40  -0.28
O -10.44 9.20 11.45  0.15
O -10.57 9.40 9.30  -0.06
H -16.11 7.83 10.50  0.11
H -14.83 7.65 8.51  0.12
H -12.73 8.40 8.28  0.11
H -12.62 9.56 12.49  0.12
H -15.07 8.73 12.62  0.11